77
Properties=species:S:1:pos:R:3:mulliken_charge:R:1 method="wB97M-V/def2-TZVPD" homo_ev="-11.51 / -14.12" s2=8.79 charge=+2 spin_multiplicity=6
H -0.13 -2.79 -0.91 0.199
C -2.19 0.18 1.97 -0.634
C -1.20 -2.83 0.79 -0.873
H 3.79 -0.99 1.38 0.550
H -2.66 0.13 0.98 0.242
H 3.19 -1.53 -0.18 0.011
H -2.92 -0.22 2.69 0.591
H -0.83 2.09 -3.79 0.294
H 1.49 0.28 2.67 0.344
H -2.54 1.62 -3.76 0.407
H 4.02 5.25 -0.43 0.455
N 0.03 -2.48 0.04 -0.497
H -1.94 -1.74 -4.74 0.428
C 2.49 4.12 -1.43 -0.857
C 4.67 3.26 -0.94 -0.942
H -1.17 1.63 3.19 0.312
H -2.74 2.14 2.64 0.417
C -1.23 2.42 1.17 -0.945
P -1.13 -0.19 -3.11 0.603
H 2.85 -3.06 1.93 0.489
H 1.85 -3.41 -0.37 0.400
H -3.21 -1.25 -3.60 0.417
C -1.84 1.62 2.32 -0.775
C 4.34 2.05 -1.52 -0.501
H 1.53 -2.00 2.32 0.179
H 2.50 0.55 -0.06 -0.265
C -1.24 -2.12 2.14 -0.857
C 1.25 -3.18 0.52 -0.609
H 4.87 1.07 -4.08 0.578
H -2.05 -2.50 0.18 0.339
H 0.97 -4.14 0.96 0.415
H 1.78 4.94 -1.43 0.447
C 2.14 2.91 -2.01 -0.114
N -0.98 -0.68 1.97 -0.361
C 3.75 4.30 -0.88 -0.553
C 2.88 -1.23 0.82 -0.530
H -1.98 -2.43 -3.11 0.363
H 0.74 -1.67 -3.24 0.373
H 5.66 3.40 -0.52 0.458
H -1.93 2.41 0.33 0.399
H 0.93 2.64 2.44 0.601
C 0.61 -0.60 -3.40 -0.918
H 0.22 2.32 -0.22 0.110
H -1.09 3.46 1.47 0.463
O -1.25 0.03 -1.60 -0.893
C 2.70 0.55 -2.59 0.591
N 1.35 0.17 -2.40 0.238
H -0.41 -0.36 2.75 0.141
C 4.72 0.01 -3.90 -0.506
C 1.99 0.83 1.87 -0.941
C 4.33 -2.71 -3.49 -1.206
N 2.05 -0.01 0.67 0.779
Fe -0.04 -0.27 -0.03 2.767
H 2.98 1.09 2.24 0.580
H 2.63 -2.15 -2.33 -0.181
N 0.05 1.86 0.67 -0.275
C 5.41 -2.27 -4.25 -0.574
H 1.91 2.79 0.99 0.134
C 5.60 -0.91 -4.45 -0.905
C 2.12 -2.38 1.48 -0.952
H -1.50 1.08 -5.09 0.420
C 3.63 -0.41 -3.14 0.344
H -2.22 -2.29 2.60 0.461
H 4.18 -3.77 -3.32 0.434
C 3.06 1.84 -2.07 -0.255
C -1.54 1.29 -4.02 -1.150
H 0.83 0.99 -2.13 -0.216
H 6.09 -2.98 -4.68 0.433
C 1.23 2.12 1.53 -0.682
C -2.16 -1.53 -3.70 -1.207
H 5.06 1.25 -1.54 0.569
H -1.29 -3.91 0.93 0.519
H 6.43 -0.56 -5.05 0.436
H 1.18 2.84 -2.51 0.754
H 0.93 -0.39 -4.43 0.637
H -0.50 -2.54 2.81 0.392
C 3.45 -1.79 -2.94 0.661

---

95
Properties=species:S:1:pos:R:3:mulliken_charge:R:1 method="wB97M-V/def2-TZVPD" homo_ev=-10.93 charge=+2 relative_energy_kj_mol=34.99
H -0.08 -4.23 3.87 0.426
H -2.94 -0.22 0.56 -0.717
H 5.60 8.78 2.64 0.364
H 0.89 -0.99 3.96 0.368
H -5.16 1.02 0.92 0.449
H 2.97 -2.79 -5.65 0.391
C -1.30 -2.86 2.73 0.576
C 2.62 -2.08 4.67 -0.773
S -0.01 -2.31 1.60 0.231
C 4.94 6.76 2.62 -0.436
H -0.87 1.80 2.72 0.056
H 2.49 4.42 -0.90 0.394
C -1.31 3.73 -1.98 -1.315
H 2.21 0.09 1.68 0.600
H 6.60 4.20 4.15 0.370
C -1.06 -3.78 3.76 -0.403
N 6.91 7.55 3.75 -0.552
C -2.36 -3.31 -4.22 -1.282
H 1.81 2.34 -2.04 0.473
H -4.31 2.55 0.65 0.311
H -2.57 0.55 -6.44 0.307
H 0.44 0.63 -5.71 0.386
C 4.38 4.34 2.55 0.080
H -4.56 -2.09 3.37 0.420
C -1.38 2.76 2.52 -1.143
H -3.26 -3.47 -3.62 0.380
N -0.28 -0.67 1.60 0.324
H -0.29 3.91 -1.65 0.205
C -2.59 -2.34 2.54 -0.078
H -4.14 -3.72 5.22 0.399
C -3.16 0.77 0.13 0.490
H -0.79 3.54 3.05 0.365
C 1.73 1.20 -0.18 1.074
H 8.04 6.16 4.79 0.374
C 3.33 -3.95 3.28 -0.637
H -1.30 -0.02 -7.54 0.351
H -3.58 0.60 -0.88 0.574
H -0.62 -0.32 2.52 0.380
C 2.31 -3.65 2.37 -0.349
H -2.28 3.73 0.80 0.589
C -3.59 -2.59 3.47 -0.591
C 3.51 4.53 1.54 -0.700
P -0.51 -1.45 -5.12 -0.289
C 2.62 2.24 1.78 -0.939
C -1.76 -1.92 -3.91 0.257
H 2.30 -1.39 -6.52 0.302
H -1.04 1.61 -2.41 -0.599
C 1.43 -2.59 2.63 0.384
H 3.49 5.49 1.01 0.213
H 3.99 -4.81 3.11 0.432
C 5.82 7.77 2.99 -0.356
H 2.73 -1.46 5.57 0.445
H 4.56 3.37 3.02 0.319
C 1.18 -1.97 -4.71 -0.040
P -1.53 1.59 -0.10 1.733
C 2.40 3.47 -0.34 -0.959
C 2.80 3.41 1.00 1.142
C -1.51 0.65 -6.69 -1.250
H -2.39 2.72 2.96 0.359
H -2.74 2.09 -2.14 0.625
C -3.34 -3.48 4.52 -0.473
C 3.48 -3.17 4.43 -0.498
C 2.18 1.07 1.15 -1.267
H 1.61 -1.16 -4.11 -0.072
H -0.92 0.83 -4.58 -0.532
C 1.60 -1.80 3.77 0.045
Br 1.04 -0.24 -1.83 -0.033
C -1.44 3.07 1.03 -1.136
H -1.34 1.69 -7.02 0.393
C -0.59 0.32 -5.49 0.503
C 7.15 6.30 4.18 -0.324
H 4.26 -3.40 5.15 0.408
C 1.95 2.32 -0.95 0.148
H 1.10 -2.86 -4.07 0.418
H 2.17 -4.25 1.47 0.434
C 5.22 5.43 3.02 0.623
C 2.04 -2.29 -5.95 -1.286
H -2.54 -1.14 -3.93 0.275
C -1.70 2.26 -1.80 0.224
C -2.08 -4.08 4.67 -0.711
H -2.63 -3.35 -5.28 0.371
H -0.53 3.63 0.73 0.429
H -2.00 4.39 -1.44 0.345
C -4.18 1.51 0.98 -1.296
C 6.34 5.21 3.84 -0.527
Be 0.14 0.37 0.42 -1.732
H -3.89 1.54 2.04 0.253
H -1.65 -4.11 -4.02 0.334
H -1.89 -4.77 5.49 0.406
H -2.78 -1.70 1.67 0.299
H -1.37 3.99 -3.05 0.431
H 2.80 2.30 2.87 0.463
H 1.49 -2.96 -6.62 0.354
H 4.09 6.96 1.98 0.360
H -1.25 -1.88 -2.93 -0.135

---

44
Properties=species:S:1:pos:R:3:mulliken_charge:R:1 method="wB97M-V/def2-TZVPD" homo_ev=-8.46 charge=0 smiles="C=C[C@@H](OC=O)P(O)O.O=[N+]([O-])c1ccccc1.O=[N+]([O-])c1ccccc1"
C 1.18 1.85 1.93 -0.204
C -6.84 3.67 -0.60 -0.412
H -7.85 3.33 -0.78 0.374
H -7.39 5.03 0.95 0.371
O 2.70 -0.99 1.46 -0.434
H 3.80 -4.93 -3.62 0.378
H 1.97 2.19 -0.04 0.289
O 5.49 -6.77 1.44 -0.601
H 1.63 2.30 2.81 0.364
O -2.39 0.17 0.50 -0.445
H 2.78 -3.09 0.11 0.303
C 4.67 -5.82 -0.49 0.043
O -2.68 5.73 1.00 -0.602
H 5.10 -6.64 -2.42 0.443
H -5.08 5.78 1.36 0.441
C 1.29 2.55 0.74 -0.943
H -6.00 2.39 -2.12 0.373
O 6.05 -7.66 -0.44 -0.605
C -4.50 3.55 -1.13 -0.183
O -0.95 0.68 2.04 -0.333
H -0.97 1.38 0.01 0.402
C -5.28 5.04 0.60 -0.381
C -6.58 4.62 0.37 -0.415
H -3.69 3.14 -1.72 0.427
H 0.67 0.20 3.12 0.348
H 3.14 -0.28 0.96 0.312
C -5.80 3.14 -1.36 -0.498
C 3.29 -3.87 -0.45 0.105
H 2.64 -3.15 -2.36 0.400
C -4.25 4.50 -0.15 0.080
C 4.02 -4.83 0.23 -0.564
H 1.52 0.38 -0.74 0.271
C -1.45 0.76 0.78 0.210
H 4.07 -4.80 1.31 0.449
O -1.99 4.44 -0.59 -0.624
H 0.74 3.47 0.60 0.286
N 5.46 -6.83 0.23 1.002
O 1.10 -0.48 -0.56 -0.415
P 1.09 -0.91 1.03 -0.064
N -2.87 4.92 0.11 1.052
C 3.21 -3.90 -1.83 -0.418
C 0.47 0.51 2.09 0.234
C 3.86 -4.91 -2.54 -0.386
C 4.60 -5.87 -1.87 -0.430

---

94
Properties=species:S:1:pos:R:3:mulliken_charge:R:1 method="wB97M-V/def2-TZVPD" homo_ev=-4.31 charge=-1 relative_energy_kj_mol=6.37
Cl 0.12 1.46 -9.27 -0.240
Cl 8.43 4.44 0.30 -0.237
H 4.18 -3.86 1.35 0.348
H 0.00 -0.53 7.81 0.430
H 3.95 2.23 2.90 0.595
C -0.84 -5.70 0.38 0.705
H 5.48 0.71 -0.62 0.473
C -7.60 -0.77 -0.78 0.360
N 1.17 1.01 1.54 -0.125
C 0.21 0.96 -7.60 0.412
H -4.20 -0.50 -3.08 0.586
H 3.65 4.18 1.06 0.524
C -2.13 -0.77 -3.68 -1.686
C 3.10 1.97 -2.29 -1.349
C -0.61 1.03 4.86 -0.982
C 1.96 1.63 3.59 -1.275
H 3.04 -5.15 0.97 0.331
C 3.23 -4.09 0.85 -0.975
H -1.72 3.32 7.11 0.399
N -1.27 -0.48 -1.54 0.419
C -0.32 0.23 7.12 -1.102
Cl 0.30 -5.98 -0.96 -0.115
H -1.47 2.97 4.67 0.462
C -1.15 2.20 5.36 0.265
H -7.15 -2.81 -1.28 0.410
H 3.27 -3.81 -0.20 0.210
C 5.77 4.31 0.73 -0.968
H -4.77 -0.02 2.17 0.492
C -2.89 0.37 3.18 -1.453
C -0.45 0.83 3.38 1.169
H 2.38 1.76 -4.36 0.448
C -0.38 1.75 -6.63 -1.073
Cl -9.32 -0.99 -0.98 -0.241
Cl -2.18 -6.87 0.26 -0.133
C -3.71 0.11 2.15 -1.322
H -5.34 1.61 0.00 0.470
C 6.89 3.64 0.27 0.417
C -5.74 0.64 -0.27 0.129
H -0.76 1.95 -4.53 0.531
O 2.17 -3.31 1.40 -0.030
H -0.89 2.66 -6.90 0.397
C 0.43 -0.22 -3.50 2.711
C 0.26 -1.67 -3.17 -1.737
C 2.31 1.51 -3.32 -1.301
C -5.38 -1.66 -0.84 0.131
H 0.80 -2.03 -2.30 0.050
C -0.31 1.35 -5.31 0.402
C 1.90 -3.40 2.74 -0.014
N 1.55 0.54 -1.40 0.600
H 1.98 1.80 4.65 0.484
C -6.75 -1.84 -1.00 -0.949
C -1.30 2.40 6.72 -0.917
H -4.70 -2.49 -0.99 0.514
N -1.57 0.20 1.28 -0.047
C 2.62 1.37 -1.10 -0.351
C 2.97 1.85 2.70 -1.340
C 4.54 3.67 0.71 0.025
C -0.18 0.05 5.75 0.301
Cl -0.01 -5.84 1.92 -0.031
C 0.85 1.12 2.84 0.596
C -0.90 -0.74 -2.88 0.958
H -2.18 -0.92 -4.75 0.658
H -3.15 0.50 4.22 0.488
H 5.86 5.33 1.10 0.403
Pb 0.32 -0.89 0.37 1.177
C -4.85 -0.42 -0.47 -0.533
C -3.38 -0.24 -0.32 1.027
C 6.80 2.35 -0.21 -0.948
H 7.69 1.84 -0.56 0.405
C 0.87 -0.21 -7.28 -1.023
H 1.46 -1.51 -5.68 0.429
Cl -1.05 1.65 9.31 -0.246
H -7.79 1.29 -0.26 0.402
C -2.87 0.01 0.94 0.407
C -1.39 -4.36 0.22 -0.188
C 1.38 0.62 -2.72 -0.431
C 5.56 1.72 -0.24 0.084
C -7.11 0.47 -0.42 -0.926
C 0.93 -0.60 -5.95 -0.087
H 3.91 2.68 -2.36 0.481
S 2.76 -4.45 3.71 -0.322
C -0.88 1.41 7.59 0.466
N -1.83 -3.31 0.09 -0.295
H 0.14 -2.38 -3.97 0.463
H 0.25 -0.87 5.37 0.300
C 2.47 1.47 1.40 0.002
C 0.35 0.17 -4.95 -0.837
C -1.53 0.47 2.64 0.140
C -3.15 -0.56 -2.84 -1.347
C -2.58 -0.41 -1.49 -0.018
C 4.42 2.37 0.23 -0.503
C 3.10 1.68 0.19 1.457
S 0.63 -2.38 3.21 -0.250
H 1.33 -0.80 -8.05 0.410

---

13
Properties=species:S:1:pos:R:3:mulliken_charge:R:1 method="wB97M-V/def2-TZVPD" homo_ev=-8.51 charge=0 smiles="[H]/N=C1/NSC[C@@H]1O" relative_energy_kj_mol=219.26
H -2.14 0.74 1.26 0.262
H 1.46 -1.77 0.03 0.310
C 1.04 -1.05 -0.70 -0.671
H 1.02 1.92 1.05 0.316
N -1.27 1.21 1.31 -0.788
H -0.78 -1.56 0.32 0.211
N 1.03 0.94 0.85 -0.395
H -1.53 0.76 -1.03 0.424
H 1.01 -1.41 -1.72 0.378
S 2.05 0.49 -0.51 -0.073
C -0.38 -0.65 -0.25 0.174
O -1.16 -0.18 -1.34 -0.538
C -0.33 0.57 0.73 0.387

---

15
Properties=species:S:1:pos:R:3:mulliken_charge:R:1 method="wB97M-V/def2-TZVPD" homo_ev=-13.00 charge=+1 smiles="OP(O)(=S)c1c[nH]c[nH+]1" relative_energy_kj_mol=0.00
P 1.71 0.53 0.35 0.814
H -2.58 -1.57 -0.87 0.218
H -0.05 -1.61 -1.38 0.407
N -1.90 -0.97 -0.44 -0.001
O 2.56 -0.80 0.31 -0.472
H 1.31 1.66 -1.41 0.357
C -0.02 0.00 0.12 0.036
C -2.18 -0.06 0.48 -0.219
H 2.87 -0.96 -0.60 0.355
O 2.08 1.22 -1.04 -0.500
N -1.05 0.53 0.83 0.050
H -3.15 0.16 0.88 0.418
C -0.54 -0.95 -0.69 -0.347
S 1.88 1.56 1.93 -0.356
H -0.94 1.25 1.54 0.240

---

8
Properties=species:S:1:pos:R:3:mulliken_charge:R:1 method="wB97M-V/def2-TZVPD" homo_ev="-9.07 / -9.07" charge=0 relative_energy_kj_mol=443.46
H 1.36 0.87 -0.89 0.292
H 1.91 0.33 0.76 0.305
H 0.57 1.47 0.61 0.273
C 0.01 -0.44 0.15 0.125
O -0.61 -0.62 -1.01 -0.206
N -2.67 -1.22 0.30 -0.452
C -1.58 -0.97 -0.06 0.512
C 1.06 0.60 0.13 -0.849

---

10
Properties=species:S:1:pos:R:3:mulliken_charge:R:1 method="wB97M-V/def2-TZVPD" homo_ev=-9.27 charge=0 smiles="FCC(=S)CCl" relative_energy_kj_mol=97.27
H -0.31 0.96 -1.66 0.232
C -0.34 -0.51 -0.11 0.138
C -0.79 0.77 -0.68 -0.215
H -1.97 0.94 -0.67 0.269
F -0.40 1.86 0.15 -0.301
C 0.92 -0.51 0.73 -0.311
S -1.39 -1.75 -0.15 -0.208
Cl 2.18 -0.74 -0.44 -0.163
H 1.14 0.35 1.28 0.260
H 0.96 -1.37 1.55 0.300

---

20
Properties=species:S:1:pos:R:3:mulliken_charge:R:1 method="wB97M-V/def2-TZVPD" homo_ev=-8.63 charge=0 relative_energy_kj_mol=545.53
C -0.71 0.71 -1.68 -1.484
O 1.69 1.01 0.06 -0.429
H -0.57 -2.23 -1.35 0.244
H 1.13 -1.80 -1.20 0.292
N -1.03 1.46 0.65 -0.704
H -1.00 1.71 -2.00 0.469
H -0.60 -2.29 1.97 0.321
H -1.03 -0.51 2.20 0.335
H 1.09 1.46 1.88 0.297
N 1.80 1.83 1.23 -0.477
H 0.43 -3.02 -0.13 0.435
H 1.34 0.01 0.32 0.402
H -1.70 2.11 0.24 0.224
C 0.23 -2.07 -0.63 -1.171
H -1.50 0.01 -1.98 0.307
C -0.11 -0.98 0.35 0.581
C -0.50 0.67 -0.20 0.752
C -0.61 -1.28 1.56 -0.962
H 0.22 0.44 -2.19 0.279
H 1.42 2.73 0.91 0.287

---

34
Properties=species:S:1:pos:R:3:mulliken_charge:R:1 method="wB97M-V/def2-TZVPD" homo_ev=-5.45 charge=-1 relative_energy_kj_mol=95.19
H 23.15 -17.82 22.46 0.256
C 25.04 -18.77 22.16 -0.341
H 25.28 -19.04 23.19 0.319
C 19.94 -15.96 16.10 -0.384
H 23.04 -19.51 22.64 0.332
H 23.68 -19.31 20.18 0.346
H 21.49 -16.20 18.38 0.479
H 24.57 -15.88 18.08 -0.244
H 20.69 -15.11 21.08 -0.181
H 24.01 -17.55 18.29 -0.283
H 18.92 -16.20 16.40 0.287
H 25.06 -17.25 20.91 0.228
O 21.71 -16.59 19.25 -0.144
B 21.60 -14.42 21.18 0.177
O 20.92 -16.86 16.49 -0.506
H 21.46 -13.75 22.10 -0.197
H 21.16 -14.16 16.00 0.302
H 20.21 -13.60 18.22 0.258
H 19.46 -13.86 16.05 0.406
H 21.64 -15.95 20.03 0.159
C 20.24 -14.50 16.48 -0.605
B 24.65 -16.74 18.83 0.185
H 22.62 -17.02 19.25 0.210
H 22.55 -15.04 21.38 -0.206
H 21.06 -17.51 15.80 0.281
H 19.85 -15.88 15.00 0.358
H 25.56 -19.54 21.57 0.234
H 25.67 -17.21 19.04 -0.177
O 22.99 -18.94 20.74 -0.481
H 24.24 -16.36 19.83 -0.085
O 25.61 -17.54 21.68 -0.623
H 21.78 -13.86 20.20 -0.290
C 23.54 -18.74 22.03 -0.541
O 20.46 -14.46 17.89 -0.533

---

27
Properties=species:S:1:pos:R:3:mulliken_charge:R:1 method="wB97M-V/def2-TZVPD" homo_ev=-3.69 charge=-1
H -0.81 1.23 -1.80 0.297
C -1.29 0.12 0.80 0.423
H 3.21 -0.29 -1.19 0.357
O -1.55 1.27 1.16 -0.790
H -2.10 0.29 -2.55 0.393
H -1.11 2.89 0.33 0.379
H 2.07 1.53 -0.65 0.478
H -2.47 1.44 -1.29 0.311
C -1.55 -0.41 -0.58 0.075
H 0.31 3.22 -0.17 0.419
H -2.43 -1.05 -0.56 0.291
S 1.49 -2.65 -0.70 -0.647
H -0.40 -2.71 2.30 0.383
H 1.34 1.46 0.72 0.270
H -0.57 -0.38 2.64 0.279
H -0.72 -1.07 -0.86 0.061
O -0.61 3.56 -0.17 -0.723
H -0.85 -2.60 0.69 0.337
C -1.74 0.70 -1.61 -1.347
O 1.71 2.08 0.09 -0.747
O 2.61 0.22 -1.75 -0.792
H 1.62 -1.01 1.05 0.080
H 1.87 -0.39 -1.74 0.270
H 1.83 -2.64 1.68 0.239
N -0.82 -0.75 1.73 -0.114
C 1.23 -2.03 1.01 -0.323
C -0.25 -2.06 1.42 -0.860